# 1
Below is an isolated molecule of C5H8N2, with properties calculated with ωB97M-V/def2-TZVPD.

```
15
Properties=species:S:1:pos:R:3:lowdin_charge:R:1
N 2.1031 -0.5871 -0.0817 0.052
C 0.7266 -0.3075 0.2786 -0.361
C 0.2536 1.1049 0.4328 -0.324
N 0.4510 2.3355 0.5764 0.174
C -0.2500 -0.8604 -0.7328 -0.157
C -0.9931 1.8173 0.4637 -0.121
C -1.2571 -1.6702 -0.4382 0.023
H 2.7439 -0.2851 0.6439 0.078
H 2.3629 -0.1107 -0.9392 0.079
H 0.5287 -0.7752 1.2533 0.153
H -0.1554 -0.4377 -1.7344 0.116
H -1.6055 1.7724 1.3624 0.082
H -1.5275 2.0261 -0.4638 0.084
H -1.9820 -1.9656 -1.1899 0.058
H -1.3992 -2.0567 0.5690 0.065
```

Calculated values
Molecular weight: 96.13 g mol⁻¹
E_HOMO: -9.4 eV
E_LUMO: 1.05 eV
Total charge: 0
Kohn-Sham gap: 10.48 eV
E_tot: -304.72576 hartree
Energy relative to the best compared isomer or geometry (same formula, charge and spin): 288.10 kJ/mol

# 2
Below is a structure of composition C5H8N2, with properties calculated with ωB97M-V/def2-TZVPD.

```
15
Properties=species:S:1:pos:R:3:lowdin_charge:R:1
C -1.9505 0.0734 -0.5997 -0.092
N -1.4963 -0.6441 0.5759 -0.086
C -0.1226 -0.9786 0.8057 -0.235
C 0.8794 0.0334 0.2871 -0.232
C 2.0535 -0.0648 -0.6249 -0.049
C 0.2243 0.9768 0.9639 -0.056
N -0.7505 0.0724 1.6239 0.035
H -1.2357 0.8080 -0.9933 0.073
H -2.8814 0.5842 -0.3387 0.082
H -2.1690 -0.6679 -1.3734 0.084
H 0.1026 -1.9648 1.2056 0.135
H 2.2688 0.8961 -1.1021 0.078
H 1.8792 -0.8058 -1.4125 0.079
H 2.9554 -0.3747 -0.0837 0.079
H 0.2428 2.0563 1.0662 0.106
```

Calculated values
Molecular weight: 96.13 g mol⁻¹
E_HOMO: -9.0 eV
E_LUMO: 0.96 eV
Total charge: 0
Kohn-Sham gap: 9.99 eV
E_tot: -304.68011 hartree
Energy relative to the best compared isomer or geometry (same formula, charge and spin): 407.97 kJ/mol

# 3
Below is a cluster of 2 separate species, C5H8N2 in total, with properties calculated with ωB97M-V/def2-TZVPD.

```
15
Properties=species:S:1:pos:R:3:lowdin_charge:R:1
C 0.6534 1.3277 -0.8652 -0.021
C -0.9984 0.4782 0.1137 -0.072
C -1.2130 -0.9728 -0.1705 -0.252
C -0.5093 -1.4987 -1.2967 -0.190
N -0.0065 -1.9642 -2.2266 0.161
N -0.5923 -0.4951 1.0230 -0.146
C 0.7428 -0.4442 1.4957 -0.073
H 1.7058 1.0758 -1.1850 0.060
H 0.0924 1.3501 -1.7846 0.008
H 0.7021 2.3380 -0.4481 0.025
H -1.7440 1.2392 0.3910 0.126
H -2.0654 -1.5552 0.1641 0.141
H 1.0195 0.4215 0.7599 0.056
H 1.4115 -1.3224 1.5453 0.096
H 0.8014 0.0221 2.4839 0.081
```

Calculated values
Molecular weight: 96.13 g mol⁻¹
E_HOMO: -9.4 eV
E_LUMO: 0.77 eV
Total charge: 0
Kohn-Sham gap: 10.19 eV
E_tot: -304.63707 hartree
Energy relative to the best compared isomer or geometry (same formula, charge and spin): 520.97 kJ/mol

# 4
Below is an isolated molecule of C5H8N2, with properties calculated with ωB97M-V/def2-TZVPD.

```
15
Properties=species:S:1:pos:R:3:lowdin_charge:R:1
C 0.7068 0.1190 2.4766 -0.016
N 0.5614 -0.2909 1.2555 -0.256
C -0.4581 0.3569 0.4533 -0.117
C -0.1798 -0.1219 -0.8854 -0.286
C -0.9254 0.2545 -2.1203 -0.069
C 0.8412 -1.0207 -0.7088 -0.098
N 1.3176 -1.1216 0.5804 0.068
H -0.3064 1.4224 0.9756 0.170
H 0.7103 1.1832 2.6985 0.061
H 1.2661 -0.3838 3.2496 0.061
H -1.4642 0.1712 0.8484 0.138
H -0.5953 -0.3486 -2.9731 0.077
H -0.7725 1.3120 -2.3799 0.078
H -2.0093 0.1083 -2.0031 0.077
H 1.3076 -1.6400 -1.4672 0.111
```

Calculated values
Molecular weight: 96.13 g mol⁻¹
E_HOMO (alpha / beta): -7.0 / -7.0 eV
E_LUMO (alpha / beta): 0.33 / 0.21 eV
Total charge: 0
Kohn-Sham gap (alpha / beta): 7.33 / 7.26 eV
E_tot: -304.69373 hartree
Energy relative to the best compared isomer or geometry (same formula, charge and spin): 372.21 kJ/mol